Model i:
Here is one molecule with the formula C5H14N2O from OMol25. Energies are from the ωB97M-V functional and the def2-TZVPD basis.

Last column: natural (NBO) charge in e.
CARTESIAN COORDINATES (ANGSTROEM)
C -1.5983 1.2424 -0.6423  -0.43
N -1.4176 0.0324 0.1337  -0.64
C -0.5970 -1.0925 -0.3699  -0.07
C -0.9583 -2.3009 0.4209  -0.62
C 0.9454 -0.7884 -0.3129  -0.26
N 1.4187 0.5616 -0.5982  -0.67
C 1.8195 1.5624 0.3683  0.11
O 1.1587 1.5239 1.5844  -0.73
H -2.6768 1.4121 -0.8129  0.19
H -1.2741 1.2913 -1.6867  0.18
H -1.1368 2.1688 -0.2542  0.20
H -0.9386 0.3696 0.9828  0.36
H -0.8107 -1.2545 -1.4551  0.19
H -2.0472 -2.4413 0.4057  0.23
H -0.8476 -2.1249 1.4842  0.20
H -0.5083 -3.2676 0.1629  0.22
H 1.5295 -1.4126 -1.0609  0.20
H 1.4890 -1.2166 0.5523  0.20
H 0.9408 1.0707 -1.3354  0.37
H 1.5954 2.5821 -0.0402  0.17
H 2.9020 1.4757 0.5698  0.14
H 1.0125 0.6065 1.9037  0.47

Properties
* SMILES: CN[C@H](C)CNCO
* total charge: 0



Model ii:
Here is one molecule with the formula C5H14N2O from OMol25. Energies are from the ωB97M-V functional and the def2-TZVPD basis.

Last column: natural (NBO) charge in e.
CARTESIAN COORDINATES (ANGSTROEM)
C -0.5431 0.4687 2.1917  -0.66
C -1.0118 -0.7297 1.4185  0.11
O -0.5747 -1.9531 1.9680  -0.72
C -0.4164 -0.6695 -0.1194  -0.06
C 1.0305 -1.1649 -0.1038  -0.68
N -0.4334 0.7574 -0.5483  -0.65
C -0.3072 0.8771 -1.9875  -0.03
N 0.5732 1.9893 -2.3133  -0.85
H -1.1015 1.3596 1.9328  0.24
H -0.5697 0.2611 3.2668  0.22
H 0.5274 0.6424 2.0394  0.19
H -2.0901 -0.8420 1.3343  0.19
H 0.3567 -1.9118 2.1301  0.46
H -1.0181 -1.2633 -0.7986  0.20
H 1.6472 -0.5798 0.5804  0.20
H 1.6093 -1.3161 -1.0196  0.23
H 1.0191 -2.2415 0.1521  0.22
H 0.3111 1.2652 -0.0888  0.36
H 0.0568 -0.0606 -2.4418  0.13
H -1.2697 1.0811 -2.4746  0.17
H 0.7468 2.1830 -3.2846  0.37
H 1.4576 1.8475 -1.8340  0.35

Properties
* SMILES: C[C@H](O)[C@H](C)NCN
* total charge: 0



Model iii:
Here is a 2-piece molecular cluster, C5H14N2O overall from OMol25. Energies are from the ωB97M-V functional and the def2-TZVPD basis.

Last column: natural (NBO) charge in e.
CARTESIAN COORDINATES (ANGSTROEM)
C -1.0080 -0.0201 1.4486  -0.54
C -2.0455 0.2202 0.5922  0.43
N -2.2972 1.4552 0.0508  -0.83
O -2.9926 -0.7420 0.3296  -0.71
H -0.9540 -0.9721 1.9633  0.19
H -0.4455 0.8116 1.8674  0.20
H -1.5105 1.8281 -0.4714  0.38
H -3.1100 1.4157 -0.5649  0.38
H -3.1170 -1.2785 1.1298  0.49
C 2.0027 -0.9842 0.4815  -0.42
N 0.9521 -0.1679 -0.1305  -0.41
C 1.4602 1.1753 -0.4236  -0.42
C 0.4551 -0.8182 -1.4515  -0.42
H 1.6245 -1.9880 0.6998  0.20
H 2.8807 -1.0759 -0.1654  0.16
H 2.3318 -0.5470 1.4303  0.20
H 2.3401 1.1504 -1.0737  0.17
H 0.6765 1.7721 -0.8996  0.18
H 1.7342 1.6923 0.5024  0.20
H 0.0428 -1.8103 -1.2522  0.21
H 1.3069 -0.8926 -2.1347  0.17
H -0.3274 -0.2240 -1.9279  0.20

Properties
* SMILES: C=C(N)O.CN(C)C
* total charge: 0



Tell me which of them is the most stable. Sure, it is model ii.



Model i:
Here is one molecule with the formula C5H14N2O from OMol25. Energies are from the ωB97M-V functional and the def2-TZVPD basis.

Last column: natural (NBO) charge in e.
CARTESIAN COORDINATES (ANGSTROEM)
N 1.2354 1.3366 2.9956  -0.85
C 0.7547 1.5728 1.6376  -0.23
C -0.2450 0.4621 1.2103  -0.23
N 0.4386 -0.5675 0.4378  -0.64
C -0.4363 -1.5681 -0.1788  -0.21
C -1.1174 -0.9978 -1.4158  -0.44
C -0.1439 -0.6629 -2.5116  -0.07
O -0.5805 0.5094 -3.2100  -0.73
H 2.2060 1.5979 3.0888  0.36
H 0.7368 1.9012 3.6835  0.36
H 0.1993 2.5116 1.5636  0.17
H 1.6079 1.6414 0.9724  0.20
H -0.5710 0.0677 2.1692  0.17
H -1.0820 0.8807 0.6566  0.19
H 1.1113 -1.0168 1.0483  0.36
H 0.2122 -2.3920 -0.4784  0.19
H -1.1953 -1.9056 0.5299  0.17
H -1.8961 -1.7190 -1.7025  0.20
H -1.7607 -0.1750 -1.1096  0.22
H -0.0474 -1.5025 -3.1996  0.16
H 0.8282 -0.4646 -2.0603  0.18
H -0.2545 0.4906 -4.1271  0.47

Properties
* SMILES: NCCNCCCO
* total charge: 0



Model ii:
Here is a 3-piece molecular cluster, C5H14N2O overall from OMol25. Energies are from the ωB97M-V functional and the def2-TZVPD basis.

Last column: natural (NBO) charge in e.
CARTESIAN COORDINATES (ANGSTROEM)
H -2.0349 1.4584 0.1987  0.35
N -1.7064 0.5000 0.1006  -0.69
C -1.0358 0.0324 1.0827  0.26
C -0.8956 0.6618 2.4287  -0.68
H -0.7732 -1.0177 1.0081  0.18
H -1.6118 0.2095 3.1179  0.23
H 0.1016 0.4737 2.8211  0.23
H -1.0691 1.7362 2.3930  0.22
C -1.0718 -0.6400 -2.3383  -0.84
C -0.1295 0.3189 -2.8568  0.43
O 1.0083 0.5186 -2.4349  -0.64
H -1.4758 -0.0711 -1.2141  0.35
H -1.8974 -0.8708 -3.0058  0.22
H -0.6039 -1.5464 -1.9552  0.22
H -0.5394 1.0134 -3.6186  0.10
C 2.1752 -0.8870 0.8242  -0.41
N 1.3629 0.2682 0.4589  -0.85
H 3.1799 -0.8814 0.3835  0.18
H 2.2783 -0.9395 1.9104  0.18
H 1.6681 -1.7926 0.4864  0.19
H 1.8035 1.1278 0.7727  0.35
H 1.2669 0.3274 -0.5634  0.41

Properties
* SMILES: [H]/N=C\C.CC=O.CN
* total charge: 0



Model iii:
Here is a 2-piece molecular cluster, C5H14N2O overall from OMol25. Energies are from the ωB97M-V functional and the def2-TZVPD basis.

Last column: natural (NBO) charge in e.
CARTESIAN COORDINATES (ANGSTROEM)
H 4.6687 -0.0474 3.1264  0.34
N 4.4156 -0.1755 2.1507  -0.70
C 3.2130 -0.5691 2.0706  0.28
N 2.6362 -0.9214 0.8709  -0.62
C 1.2325 -0.6040 0.6549  -0.42
H 2.5431 -0.7112 2.9226  0.14
H 3.2413 -0.6834 0.0955  0.38
H 0.9355 -0.9634 -0.3276  0.21
H 0.6089 -1.1266 1.3807  0.20
H 1.0064 0.4637 0.7211  0.18
C -2.4841 -0.4749 0.0631  -0.61
C -2.6339 0.6299 -0.9804  -0.42
C -1.3851 0.8230 -1.8172  -0.05
O -1.6752 1.8149 -2.8023  -0.72
H -1.8176 -0.1611 0.8710  0.20
H -3.4465 -0.7119 0.5147  0.22
H -2.0779 -1.3865 -0.3781  0.20
H -2.8699 1.5790 -0.4983  0.21
H -3.4558 0.4031 -1.6603  0.21
H -1.0971 -0.1175 -2.2963  0.15
H -0.5544 1.1684 -1.1945  0.15
H -1.0035 1.7720 -3.4872  0.47

Properties
* SMILES: [H]/N=C/NC.CCCO
* total charge: 0



Tell me which of them is the most stable. Sure, it is model iii.



Model i:
Here is one molecule with the formula C5H14N2O from OMol25. Energies are from the ωB97M-V functional and the def2-TZVPD basis.

Last column: natural (NBO) charge in e.
CARTESIAN COORDINATES (ANGSTROEM)
C -2.3931 -0.3878 -1.0509  -0.40
N -1.2623 -0.0866 -0.1888  -0.67
C -0.1774 -0.9942 -0.0597  -0.06
C -0.0439 -1.6714 1.3262  -0.61
C 1.2298 -0.4483 -0.5092  -0.23
N 1.3205 0.9501 -0.8748  -0.64
C 1.5893 1.8800 0.2122  0.09
O 0.3685 2.4863 0.6849  -0.76
H -3.1646 -0.8562 -0.4418  0.18
H -2.0780 -0.9861 -1.9037  0.18
H -2.8076 0.5513 -1.4166  0.19
H -1.0668 0.9063 -0.1359  0.39
H -0.3697 -1.8693 -0.6776  0.18
H -0.9868 -1.8836 1.7887  0.22
H 0.6064 -1.1550 2.0500  0.19
H 0.5987 -2.5485 1.1741  0.20
H 1.5327 -1.0057 -1.3881  0.19
H 1.9682 -0.7003 0.2494  0.19
H 0.5151 1.3365 -1.3437  0.37
H 2.2014 2.6916 -0.1618  0.16
H 2.0777 1.3394 1.0185  0.16
H 0.3420 2.4515 1.6485  0.48

Properties
* SMILES: CN[C@H](C)CNCO
* total charge: 0



Model ii:
Here is a 2-piece molecular cluster, C5H14N2O overall from OMol25. Energies are from the ωB97M-V functional and the def2-TZVPD basis.

Last column: natural (NBO) charge in e.
CARTESIAN COORDINATES (ANGSTROEM)
C -2.7052 0.6351 0.5610  -0.61
C -1.4158 1.4774 0.7655  -0.39
C -0.2971 0.6776 1.5064  -0.41
C 0.6594 -0.0817 0.5368  0.08
N 0.8450 -1.4265 0.9300  -0.83
C 1.2465 0.7080 -0.3620  -0.10
N 2.0494 0.4331 -1.4697  -0.86
H -3.5186 1.3704 0.5130  0.21
H -2.9372 0.0652 1.4622  0.20
H -2.6984 0.0751 -0.3696  0.20
H -1.6666 2.3357 1.3799  0.19
H -1.1082 1.7593 -0.2312  0.20
H 0.2752 1.3408 2.1084  0.21
H -0.8632 -0.0519 2.0838  0.19
H 1.0114 -2.0244 0.1323  0.39
H 0.0909 -1.7856 1.4858  0.36
H 1.0397 1.7665 -0.2887  0.19
H 2.1885 -0.4554 -1.9164  0.39
H 2.3107 1.1577 -2.1122  0.38
O 0.2621 -1.9275 -1.9571  -0.96
H -0.5162 -2.4859 -1.8987  0.47
H -0.0812 -1.0180 -1.9422  0.49

Properties
* SMILES: CCC/C(N)=C/N.O
* total charge: 0



Model iii:
Here is one molecule with the formula C5H14N2O from OMol25. Energies are from the ωB97M-V functional and the def2-TZVPD basis.

Last column: natural (NBO) charge in e.
CARTESIAN COORDINATES (ANGSTROEM)
N 0.7560 0.7380 2.4791  -0.84
C 0.3521 1.6084 1.4097  -0.22
C -1.0499 1.3800 0.8571  -0.23
N -1.2318 0.0350 0.2825  -0.65
C -1.1083 -0.0198 -1.1703  -0.22
C -0.4514 -1.3279 -1.6742  -0.43
C 0.8271 -1.6796 -0.9725  -0.07
O 1.8992 -0.7522 -1.2870  -0.73
H 0.0889 0.5869 3.2190  0.36
H 1.0302 -0.1640 2.1085  0.36
H 0.3526 2.6606 1.7495  0.18
H 1.1320 1.6092 0.6453  0.18
H -1.7427 1.5318 1.6915  0.19
H -1.2465 2.1410 0.1033  0.17
H -2.1431 -0.2826 0.5758  0.36
H -0.4995 0.8200 -1.4973  0.18
H -2.0724 0.0651 -1.6812  0.18
H -0.2980 -1.1954 -2.7519  0.21
H -1.1543 -2.1474 -1.5185  0.20
H 1.2175 -2.6215 -1.3382  0.18
H 0.6983 -1.6977 0.1048  0.17
H 1.5772 0.1328 -1.0897  0.45

Properties
* SMILES: NCCNCCCO
* total charge: 0



Model iv:
Here is a 2-piece molecular cluster, C5H14N2O overall from OMol25. Energies are from the ωB97M-V functional and the def2-TZVPD basis.

Last column: natural (NBO) charge in e.
CARTESIAN COORDINATES (ANGSTROEM)
C -1.8679 0.0489 -2.0610  -0.41
N -0.7585 0.0832 -1.1267  -0.44
C 0.2750 -0.8760 -1.4827  -0.42
C -0.2183 1.4255 -0.9816  -0.42
H -1.5712 0.3355 -3.0847  0.16
H -2.2852 -0.9582 -2.0963  0.20
H -2.6480 0.7343 -1.7276  0.20
H -0.1530 -1.8792 -1.5003  0.20
H 1.0661 -0.8523 -0.7345  0.22
H 0.7238 -0.6688 -2.4689  0.16
H -1.0051 2.0965 -0.6341  0.20
H 0.1899 1.8225 -1.9264  0.16
H 0.5798 1.4181 -0.2404  0.22
C 2.7894 0.0415 2.4880  -0.16
N 1.9825 0.0880 1.5526  -0.10
O 0.6434 -0.4058 2.4881  -0.52
C -0.6689 -0.5857 2.0291  -0.28
H 3.8361 0.3035 2.4046  0.22
H 2.1520 -0.2755 3.4073  0.25
H -0.9866 -1.6236 2.1835  0.17
H -0.7237 -0.3628 0.9549  0.23
H -1.3515 0.0905 2.5574  0.17

Properties
* SMILES: CN(C)C.C=NOC
* total charge: 0



Tell me which of them is the most stable. Sure, it is model iii.



Model i:
Here is one molecule with the formula C5H14N2O from OMol25. Energies are from the ωB97M-V functional and the def2-TZVPD basis.

Last column: natural (NBO) charge in e.
CARTESIAN COORDINATES (ANGSTROEM)
C -1.5269 -1.5372 1.6027  -0.65
C -0.4307 -1.5568 0.5938  -0.05
N -0.2556 -2.8790 -0.0841  -0.85
C -0.4459 -0.4885 -0.6022  -0.21
N -0.0681 0.7827 -0.0254  -0.67
C 0.3603 1.7870 -1.0286  -0.25
C 1.3911 2.6758 -0.3695  -0.07
O 2.7364 2.2637 -0.6059  -0.72
H -2.3859 -1.0075 1.2492  0.20
H -1.3308 -1.1812 2.5890  0.22
H -2.0113 -2.5092 1.8390  0.23
H 0.5383 -1.5213 1.1111  0.19
H -1.0929 -3.2447 -0.5447  0.36
H 0.5560 -2.8389 -0.6808  0.36
H 0.2247 -0.8765 -1.3408  0.19
H -1.5206 -0.5739 -0.9838  0.15
H -0.5884 1.1309 0.7602  0.38
H -0.4730 2.3763 -1.4176  0.17
H 0.7551 1.2474 -1.9458  0.21
H 1.4004 3.7025 -0.7646  0.18
H 1.2524 2.7724 0.7223  0.17
H 2.9153 1.4761 -0.0733  0.47

Properties
* SMILES: C[C@@H](N)CNCCO
* total charge: 0



Model ii:
Here is a 2-piece molecular cluster, C5H14N2O overall from OMol25. Energies are from the ωB97M-V functional and the def2-TZVPD basis.

Last column: natural (NBO) charge in e.
CARTESIAN COORDINATES (ANGSTROEM)
C 1.7578 0.3590 0.8753  -0.62
C 1.0007 -0.9121 0.4952  -0.29
C 1.7036 -1.6732 -0.6249  -0.62
C -0.6938 -0.8164 0.2674  0.71
N -1.3221 -0.3416 1.3971  -0.86
O -1.2412 -1.6223 -0.4676  -0.65
H 1.2500 0.9119 1.6732  0.20
H 1.8371 1.0343 0.0150  0.20
H 2.7810 0.1377 1.2022  0.22
H 1.0306 -1.5659 1.3765  0.21
H 2.7298 -1.9431 -0.3478  0.21
H 1.7289 -1.0807 -1.5471  0.21
H 1.2028 -2.6263 -0.8246  0.23
H -0.8008 0.0600 2.1627  0.39
H -2.2709 -0.6617 1.5389  0.40
C -1.8732 1.9694 -0.8259  -0.40
N -0.9750 0.9678 -1.3810  -0.88
H -2.2368 2.6473 -1.6007  0.18
H -1.3746 2.5317 -0.0343  0.19
H -2.7504 1.4851 -0.3898  0.17
H -1.4636 0.3231 -2.0035  0.40
H -0.0200 0.8160 -0.9564  0.39

Properties
* SMILES: CC(C)C(N)=O.CN
* total charge: 0



Model iii:
Here is a 2-piece molecular cluster, C5H14N2O overall from OMol25. Energies are from the ωB97M-V functional and the def2-TZVPD basis.

Last column: natural (NBO) charge in e.
CARTESIAN COORDINATES (ANGSTROEM)
C 0.8165 0.7261 1.8180  -0.04
N 1.4231 0.3753 0.7778  -0.42
C 2.4556 1.2744 0.2838  -0.25
C 2.2515 1.6009 -1.1932  -0.62
H 0.0478 0.0802 2.2350  0.17
H 1.0239 1.6747 2.3200  0.14
H 3.3949 0.7291 0.3943  0.20
H 2.5321 2.1964 0.8680  0.17
H 2.3810 0.7249 -1.8205  0.21
H 1.2539 2.0015 -1.3659  0.22
H 2.9709 2.3606 -1.4929  0.21
N -3.1141 -2.0844 0.4362  -0.82
C -1.9808 -1.1589 0.3247  -0.24
C -1.6317 -0.9580 -1.1416  -0.06
O -0.7102 0.0928 -1.3577  -0.74
H -2.8418 -2.9571 -0.0186  0.34
H -3.2300 -2.3452 1.4074  0.35
H -1.0855 -1.5074 0.8528  0.16
H -2.2586 -0.1840 0.7314  0.19
H -2.5312 -0.7030 -1.6939  0.18
H -1.2421 -1.9003 -1.5545  0.14
H 0.0749 -0.0386 -0.8108  0.49

Properties
* SMILES: C=NCC.NCCO
* total charge: 0



Model iv:
Here is one molecule with the formula C5H14N2O from OMol25. Energies are from the ωB97M-V functional and the def2-TZVPD basis.

Last column: natural (NBO) charge in e.
CARTESIAN COORDINATES (ANGSTROEM)
C 1.3643 -1.2749 -0.5729  -0.63
C 0.9631 0.1743 -0.4529  -0.16
C 0.6783 0.8831 -1.7552  -0.61
C 0.2769 0.6312 0.7562  0.03
C 0.5101 -0.0827 2.0727  -0.65
N -1.4165 0.1426 0.3048  -0.19
N -2.3674 0.9025 -0.3401  -0.65
O -1.6584 -1.3153 0.1645  -0.66
H 1.8412 -1.6461 0.3319  0.21
H 2.0446 -1.4117 -1.4132  0.21
H 0.4677 -1.8673 -0.7522  0.24
H 1.7576 0.8631 0.2236  0.19
H -0.0945 0.3313 -2.2878  0.21
H 1.5725 0.9047 -2.3811  0.21
H 0.3453 1.9072 -1.5950  0.22
H 0.1023 1.7026 0.7981  0.23
H 0.1134 -1.0948 2.0014  0.24
H 1.5704 -0.1408 2.3187  0.22
H -0.0100 0.4435 2.8700  0.23
H -2.5142 0.6160 -1.3096  0.33
H -3.2624 0.8727 0.1504  0.33
H -2.2845 -1.5412 0.8680  0.45

Properties
* SMILES: CC(C)[C@H](C)N(N)O
* total charge: 0



Tell me which of them is the most stable. Sure, it is model ii.